(1)
Formula: C14H28IO5PPd
Source: the OMol25 dataset
Level of theory: ωB97M-V with the def2-TZVPD basis set

Structure (XYZ):
```
50
C14H28IO5PPd (ωB97M-V with the def2-TZVPD basis set)
Pd 0.196 1.259 0.085
O -2.531 4.751 1.628
C -1.616 3.850 1.268
O -1.397 2.847 1.886
C -0.877 4.291 0.020
O -0.030 3.320 -0.584
C -0.619 2.914 -2.033
C -1.827 2.150 -1.579
O -2.925 2.679 -1.648
O -1.548 1.022 -1.064
H -3.027 4.417 2.385
H -0.284 5.168 0.298
H -1.648 4.637 -0.670
H 0.255 2.342 -2.325
H -0.764 3.895 -2.479
I 3.204 0.894 2.057
C 1.803 2.093 0.961
H 2.398 2.610 0.215
H 1.425 2.799 1.696
C 2.859 -2.473 0.549
C 1.380 -2.409 0.934
C 1.235 -2.368 2.457
P 0.382 -1.086 0.074
C 0.787 -1.551 -1.697
C -0.407 -1.552 -2.649
C 1.874 -0.589 -2.197
C -1.372 -1.617 0.397
C -1.905 -0.946 1.671
C -1.621 -3.123 0.411
H 3.275 -3.410 0.930
H 3.421 -1.654 0.993
H 3.021 -2.463 -0.529
H 0.903 -3.319 0.560
H 1.559 -1.406 2.857
H 1.860 -3.145 2.907
H 0.210 -2.548 2.778
H 1.207 -2.559 -1.672
H -0.950 -0.611 -2.602
H -1.104 -2.360 -2.422
H -0.051 -1.690 -3.674
H 1.490 0.427 -2.220
H 2.195 -0.866 -3.206
H 2.752 -0.593 -1.550
H -1.916 -1.178 -0.438
H -1.457 -1.364 2.573
H -2.988 -1.084 1.736
H -1.713 0.122 1.661
H -1.202 -3.597 1.302
H -1.208 -3.617 -0.473
H -2.699 -3.307 0.418
```

- Energy relative to the best compared isomer or geometry (same formula, charge and spin): 30.67 kcal per mole
- Energy: -1693.3641 hartree
- E_LUMO (alpha / beta): 0.0042 / 0.0042 hartree
- Gap between HOMO and LUMO (alpha / beta): 8.328 / 8.329 eV

(2)
Formula: C14H28N2NbO6Pt
Source: the OMol25 dataset
Level of theory: ωB97M-V with the def2-TZVPD basis set

Structure (XYZ):
```
52
C14H28N2NbO6Pt (ωB97M-V with the def2-TZVPD basis set)
C 1.278 -2.420 2.558
C 0.781 -1.624 1.747
Nb -0.102 -0.169 0.274
N 1.767 -0.102 -0.549
C -1.884 -0.242 1.696
C -3.112 0.475 1.143
C -3.452 0.278 -0.331
C -4.893 0.681 -0.564
O -5.124 0.619 -1.961
C 0.597 1.482 1.895
O 1.851 1.783 1.691
C 2.100 2.883 0.741
O 3.416 2.992 0.512
C 3.961 2.375 -0.645
C 4.891 1.183 -0.318
O 4.960 0.931 1.077
N -0.812 -1.625 -0.972
C -1.033 -1.283 -2.390
C -0.349 -0.163 -3.086
O -1.797 -1.983 -2.962
C -0.120 -2.887 -0.878
C -0.684 -3.930 0.023
O 0.869 -3.081 -1.521
H 1.440 -3.073 3.390
H -0.764 1.238 -0.622
H 1.875 -0.824 -1.263
H 2.519 -0.292 0.105
H -1.596 0.267 2.612
H -2.068 -1.266 1.997
H -3.083 1.529 1.387
H -3.955 0.067 1.700
H -2.869 0.911 -0.989
H -3.369 -0.770 -0.594
H -5.563 0.018 -0.025
H -5.012 1.709 -0.225
H -6.064 0.505 -2.106
H -0.064 2.341 1.774
H 0.441 1.056 2.879
H 1.776 3.792 1.241
H 1.493 2.732 -0.150
H 4.573 3.126 -1.122
H 3.205 2.058 -1.354
H 4.543 0.295 -0.831
H 5.884 1.419 -0.675
H 4.744 0.012 1.229
H -0.727 0.806 -2.790
H -0.590 -0.275 -4.133
H 0.727 -0.206 -3.010
H -1.494 -3.567 0.636
H 0.133 -4.270 0.642
H -0.977 -4.768 -0.595
Pt 1.733 -0.743 3.711
```

- Charge: +1
- Energy: -1286.7997 hartree
- E_LUMO: -0.2707 hartree
- Gap between HOMO and LUMO: 4.694 eV

(3)
Formula: C14H28N2O4
Source: the OMol25 dataset
Level of theory: ωB97M-V with the def2-TZVPD basis set

Structure (XYZ):
```
48
C14H28N2O4 (ωB97M-V with the def2-TZVPD basis set)
C 6.537 2.002 0.630
C 5.261 1.841 1.448
C 4.470 0.586 1.083
C 3.905 0.638 -0.341
O 2.882 -0.306 -0.575
C 3.320 -1.646 -0.688
C 2.143 -2.532 -1.090
C 1.093 -2.641 0.017
N 0.415 -1.386 0.239
C -0.888 -1.224 -0.119
O -1.635 -2.147 -0.387
N -1.324 0.077 -0.041
C -2.633 0.428 -0.531
C -3.506 1.068 0.565
C -3.648 0.184 1.808
C -4.332 -1.141 1.483
C -4.434 0.943 2.876
C -2.507 1.406 -1.681
O -1.499 1.997 -1.968
O -3.658 1.575 -2.337
H 6.309 2.156 -0.422
H 7.164 1.118 0.723
H 7.104 2.861 0.982
H 4.628 2.720 1.310
H 5.524 1.786 2.507
H 3.630 0.478 1.774
H 5.114 -0.289 1.195
H 4.707 0.503 -1.079
H 3.430 1.609 -0.512
H 3.735 -1.997 0.269
H 4.114 -1.707 -1.448
H 2.525 -3.527 -1.324
H 1.678 -2.117 -1.986
H 1.572 -2.962 0.950
H 0.325 -3.371 -0.254
H 1.026 -0.581 0.240
H -0.640 0.819 -0.071
H -3.107 -0.492 -0.889
H -4.491 1.271 0.142
H -3.054 2.021 0.855
H -2.646 -0.028 2.193
H -4.521 -1.696 2.399
H -5.283 -0.969 0.984
H -3.702 -1.755 0.845
H -4.510 0.350 3.785
H -3.947 1.884 3.123
H -5.441 1.159 2.524
H -3.549 2.219 -3.055
```

- Energy relative to the best compared isomer or geometry (same formula, charge and spin): 13.07 kcal per mole
- Energy: -960.7795 hartree
- E_LUMO: 0.0273 hartree
- Gap between HOMO and LUMO: 9.883 eV
- Structure (SMILES): CCCCOCCCNC(=O)N[C@@H](CC(C)C)C(=O)O

(4)
Formula: C14H28O2
Source: the OMol25 dataset
Level of theory: ωB97M-V with the def2-TZVPD basis set

Structure (XYZ):
```
44
C14H28O2 (ωB97M-V with the def2-TZVPD basis set)
C -4.298 4.848 2.262
C -2.943 4.297 2.688
C -2.184 3.688 1.510
C -0.807 3.145 1.900
C -0.866 1.831 2.683
C -1.119 0.606 1.801
C 0.151 0.098 1.121
C -0.122 -1.101 0.214
C 1.171 -1.738 -0.293
C 0.901 -2.918 -1.225
C 2.139 -3.782 -1.477
C 3.323 -3.048 -2.107
C 3.018 -2.489 -3.501
C 2.702 -3.609 -4.457
O 3.436 -4.518 -4.738
O 1.474 -3.494 -4.981
H -4.821 5.279 3.113
H -4.176 5.623 1.508
H -4.917 4.058 1.842
H -3.094 3.542 3.461
H -2.345 5.101 3.124
H -2.785 2.889 1.071
H -2.055 4.459 0.746
H -0.215 2.993 0.996
H -0.294 3.899 2.502
H -1.651 1.902 3.437
H 0.078 1.688 3.214
H -1.526 -0.200 2.416
H -1.866 0.845 1.042
H 0.871 -0.193 1.890
H 0.603 0.899 0.533
H -0.694 -1.848 0.770
H -0.732 -0.785 -0.635
H 1.753 -2.086 0.564
H 1.761 -0.979 -0.810
H 0.495 -2.556 -2.171
H 0.137 -3.554 -0.771
H 2.469 -4.204 -0.525
H 1.857 -4.617 -2.124
H 4.156 -3.748 -2.197
H 3.640 -2.230 -1.458
H 2.180 -1.795 -3.476
H 3.902 -1.970 -3.876
H 1.292 -4.229 -5.588
```

- Energy relative to the best compared isomer or geometry (same formula, charge and spin): 1.31 kcal per mole
- Energy: -700.7527 hartree
- E_LUMO: 0.0295 hartree
- Gap between HOMO and LUMO: 11.274 eV
- Structure (SMILES): CCCCCCCCCCCCCC(=O)O